Record 1
This record from OMol25 describes a cluster of 2 separate species, C5H13N in total in a non-equilibrium geometry. The level of theory is ωB97M-V/def2-TZVPD.

Element x y z (Å)
1 C -0.8228 -1.2107 -0.2995
2 C 0.3871 -1.1191 -1.2331
3 C 0.6320 0.2244 -1.7997
4 C 0.0925 -0.9200 0.9359
5 C -0.8710 -0.2721 1.9991
6 N 0.7147 2.4235 -0.1709
7 H -1.6700 -0.6009 -0.6027
8 H -1.2924 -2.1962 -0.2043
9 H 0.9295 -2.0330 -1.4836
10 H -0.2323 0.4853 -2.4305
11 H 1.5028 0.3524 -2.4589
12 H 1.4666 2.6368 0.4888
13 H 0.3252 -1.9170 1.3287
14 H 1.0027 -0.3166 0.9674
15 H -1.1701 0.6593 1.5001
16 H -0.4309 0.1376 2.9145
17 H -1.7931 -0.8545 2.0611
18 H 0.7632 1.1658 -0.9975
19 H 0.4663 3.3550 -0.5147

Forces on atoms 1 to 3 (eV/Å):
3.1 -0.5 -0.8
-1.1 -0.3 -1.7
0.3 -0.2 -0.2

Summary:
Net charge = -1
Highest occupied orbital energy (alpha / beta) = -1.40 / -2.05 eV
2S+1 = 2
<S²> = 0.755

Atomic partial charges in e from the natural (NBO) method, atoms 1 to 4:
1 C -0.46
2 C -0.18
3 C -0.79
4 C -0.37

***

Record 2
This record from OMol25 describes a structure of composition C19H36AlBr14N2O in a non-equilibrium geometry. The level of theory is ωB97M-V/def2-TZVPD.

Element x y z (Å)
1 C -2.4008 -0.2096 0.8941
2 C -1.5053 0.3621 0.0647
3 Al -1.7546 2.3327 -0.3249
4 C -2.1107 2.6990 -2.2903
5 C -2.4468 4.1420 -2.4605
6 N -3.3851 4.5476 -3.2192
7 O -0.2468 3.2510 0.3488
8 C 0.4145 3.7942 -0.5780
9 N 0.9089 4.5446 -1.3130
10 H -2.9802 -1.0827 0.5912
11 H -2.5666 0.2805 1.8484
12 H -0.6888 -0.2094 -0.3901
13 H -3.0243 2.8118 0.5061
14 H -2.9897 2.1555 -2.6397
15 H -1.2336 2.4403 -2.8856
16 H -1.8248 4.8475 -1.9064
17 H -3.3940 5.5657 -3.1369
18 Br -2.1966 -1.2477 -3.1770
19 C -1.2113 -2.8564 -2.7080
20 C -2.1234 -3.9182 -2.1540
21 Br -2.6325 -3.5510 -0.3084
22 H -0.4337 -2.5624 -2.0114
23 H -0.7582 -3.1944 -3.6378
24 H -1.6151 -4.8804 -2.1183
25 H -3.0425 -4.0172 -2.7219
26 Br 1.0972 -3.5545 0.2892
27 C 0.4761 -5.1313 1.2359
28 C 1.6221 -5.8744 1.8654
29 Br 2.6246 -6.8999 0.5431
30 H -0.0810 -5.7327 0.5252
31 H -0.2035 -4.7577 1.9966
32 H 1.2556 -6.6099 2.5759
33 H 2.3323 -5.2182 2.3569
34 Br 4.8823 -1.4230 -1.4177
35 C 5.9439 -3.0148 -1.0669
36 C 5.1027 -4.1154 -0.4805
37 Br 4.7130 -3.7831 1.3903
38 H 6.7588 -2.7143 -0.4170
39 H 6.3426 -3.3153 -2.0333
40 H 5.6382 -5.0622 -0.4993
41 H 4.1465 -4.2334 -0.9819
42 Br 3.0636 5.0102 -6.7992
43 C 3.3699 6.2259 -5.3074
44 C 2.3542 6.0401 -4.2129
45 Br 0.6458 6.8395 -4.6743
46 H 3.3687 7.2298 -5.7185
47 H 4.3664 5.9835 -4.9447
48 H 2.6723 6.5515 -3.3081
49 H 2.1571 4.9991 -3.9807
50 Br -2.9233 4.6093 0.9726
51 C -4.3975 5.9586 1.2285
52 C -3.9295 7.3665 1.5241
53 Br -3.3298 7.5497 3.3706
54 H -5.0262 5.5570 2.0162
55 H -4.9341 5.9392 0.2817
56 H -4.7425 8.0880 1.4227
57 H -3.1016 7.6729 0.8946
58 Br -2.7589 -3.9297 3.0640
59 C -3.5075 -5.4507 4.0191
60 C -2.4533 -6.2677 4.7133
61 Br -1.4825 -7.3967 3.4597
62 H -4.0748 -6.0266 3.2954
63 H -4.1870 -5.0149 4.7483
64 H -2.9101 -6.9580 5.4189
65 H -1.7178 -5.6590 5.2283
66 Br 3.6970 2.0542 3.8146
67 C 3.3816 0.1401 3.6453
68 C 3.2904 -0.2865 2.2052
69 Br 1.5781 0.1893 1.4229
70 H 2.4792 -0.0798 4.2061
71 H 4.2346 -0.3312 4.1299
72 H 3.3484 -1.3694 2.1267
73 H 4.0596 0.1600 1.5831

Forces on atoms 1 to 3 (eV/Å):
0.1 0.0 -0.6
1.4 1.0 0.9
0.3 -1.8 0.3

Summary:
Net charge = -1
Highest occupied orbital energy = -4.23 eV

Atomic partial charges in e from the Löwdin method, atoms 1 to 4:
1 C -0.16
2 C -0.28
3 Al 0.17
4 C -0.22

***

Record 3
This record from OMol25 describes the ion C6H13N with charge +1 in a non-equilibrium geometry. The level of theory is ωB97M-V/def2-TZVPD.

Element x y z (Å)
1 C -1.4832 -0.4848 2.4045
2 N -1.5351 -0.7184 1.0227
3 C -0.3740 -0.6349 0.1835
4 C 0.6114 0.6331 0.2447
5 C 1.7541 0.4283 -0.6460
6 C 1.8028 1.2977 -1.8506
7 C -0.9004 -0.7973 -1.2933
8 H -1.0647 0.4994 2.6677
9 H -2.4743 -0.6225 2.8355
10 H -0.7233 -1.1210 2.9230
11 H 0.8981 1.8259 -2.1552
12 H 0.2745 -1.4499 0.5209
13 H -0.1180 1.3425 -0.1817
14 H 0.7981 0.9498 1.2569
15 H 2.7010 0.5565 -0.0832
16 H 2.1322 0.8549 -2.8039
17 H 2.5176 2.1431 -1.7424
18 H -1.6438 -0.0138 -1.4304
19 H -1.2120 -1.7627 -1.6741
20 H 0.0664 -0.4809 -1.7219

Forces on atoms 1 to 3 (eV/Å):
0.8 0.0 0.8
1.1 0.5 -0.6
-2.4 -2.6 0.5

Summary:
Net charge = +1
Highest occupied orbital energy (alpha / beta) = -13.47 / -13.81 eV
2S+1 = 2
<S²> = 0.765

Atomic partial charges in e from the natural (NBO) method, atoms 1 to 4:
1 C -0.50
2 N -0.13
3 C -0.06
4 C -0.55

***

no.,calculated total energy (a.u.)
1,-252.89787
2,-37208.91896
3,-290.69379